Record 1
ORCA calculation (ωB97M-V/def2-TZVPD) on C38H41BrF2N3OPPt as an isolated structure.

Each line ends with the Löwdin charge.
CARTESIAN COORDINATES (ANGSTROEM)
Pt  -0.60  0.12  0.62  0.73
O  -0.24  2.23  7.56  0.12
C  0.05  2.22  6.26  -0.29
C  1.02  3.03  5.67  0.03
C  1.22  2.93  4.31  -0.10
N  0.54  2.08  3.52  0.03
C  -0.34  1.35  4.12  -0.65
Br  -1.37  0.12  3.02  0.85
C  -0.67  1.33  5.46  -0.02
H  0.30  2.86  8.05  0.14
H  1.60  3.73  6.25  0.13
H  1.96  3.55  3.82  0.12
H  -1.42  0.69  5.88  0.13
F  0.12  -4.61  -3.43  0.12
C  0.02  -4.31  -2.14  -0.23
C  -0.85  -3.46  -1.61  0.07
C  0.45  -2.08  0.09  -0.14
C  1.52  -2.43  0.85  -0.01
C  1.72  -3.88  0.66  -0.28
F  2.43  -4.54  1.62  0.09
C  0.98  -4.89  -1.16  -0.05
C  2.49  -1.43  1.29  -0.20
C  3.82  -1.74  1.55  0.04
C  4.68  -0.70  1.84  -0.01
C  4.19  0.60  1.86  -0.01
C  2.83  0.80  1.62  -0.11
N  1.99  -0.18  1.35  0.09
H  -1.61  -2.91  -2.14  0.14
H  1.19  -5.95  -1.33  0.17
H  4.16  -2.76  1.52  0.12
H  5.73  -0.89  2.04  0.13
H  4.83  1.44  2.08  0.12
H  2.40  1.80  1.67  0.09
C  -4.04  0.17  -0.71  -0.09
C  -3.64  1.52  -0.13  -0.52
C  -4.46  2.66  -0.74  -0.08
P  -1.83  1.75  -0.26  0.92
C  -1.41  3.45  0.25  -0.52
C  -2.01  3.79  1.62  -0.09
C  0.10  3.64  0.24  -0.10
C  -1.36  1.59  -2.01  -0.27
C  -1.86  2.41  -3.02  -0.02
C  -1.65  2.10  -4.36  -0.23
C  -2.20  2.96  -5.46  -0.02
C  -0.98  0.91  -4.66  0.01
C  -0.45  0.10  -3.67  0.00
C  -0.58  0.49  -2.34  -0.25
N  -0.09  -0.26  -1.25  -0.02
C  0.74  -1.24  -1.12  -0.19
C  1.90  -1.66  -1.91  -0.16
C  2.58  -0.63  -2.79  -0.01
C  2.53  -2.84  -1.68  0.10
C  2.30  -4.08  -0.83  -0.26
C  3.55  -4.95  -0.85  -0.01
C  0.39  -4.49  0.20  -0.04
C  -0.53  -3.28  -0.13  -0.35
C  -1.74  -3.18  0.77  -0.01
H  -5.11  0.01  -0.56  0.10
H  -3.51  -0.66  -0.25  0.04
H  -3.86  0.14  -1.79  0.09
H  -3.80  1.50  0.95  0.11
H  -4.39  2.65  -1.83  0.08
H  -4.17  3.64  -0.38  0.07
H  -5.51  2.51  -0.49  0.10
H  -1.86  4.09  -0.51  0.12
H  -1.58  3.16  2.39  0.05
H  -3.10  3.69  1.64  0.07
H  -1.78  4.83  1.86  0.10
H  0.57  3.00  0.99  0.03
H  0.35  4.67  0.47  0.09
H  0.54  3.40  -0.74  0.08
H  -2.44  3.29  -2.77  0.11
H  -2.55  3.92  -5.07  0.08
H  -3.04  2.47  -5.95  0.10
H  -1.44  3.15  -6.22  0.09
H  -0.87  0.62  -5.70  0.13
H  0.03  -0.83  -3.93  0.12
H  2.74  0.29  -2.22  0.10
H  2.02  -0.37  -3.68  0.07
H  3.55  -1.00  -3.11  0.09
H  3.43  -2.96  -2.29  0.13
H  3.75  -5.26  -1.87  0.11
H  3.41  -5.84  -0.25  0.10
H  4.42  -4.41  -0.47  0.09
H  -0.07  -5.25  0.82  0.18
H  -1.43  -3.14  1.82  0.09
H  -2.39  -4.05  0.63  0.11
H  -2.32  -2.28  0.56  0.05

Results
total charge: +2
orbital gap: 7.04 eV
E_HOMO: -0.509 Ha

***

Record 2
ORCA calculation (ωB97M-V/def2-TZVPD) on a 2-piece molecular cluster, C7H14OSi overall at a distorted geometry.

Each line ends with the Löwdin charge.
CARTESIAN COORDINATES (ANGSTROEM)
C  1.84  -0.33  -2.79  0.00
C  1.04  2.63  -1.20  -0.07
C  2.31  0.51  -1.83  -0.23
C  1.42  1.41  -1.23  -0.18
C  -2.94  0.20  -0.03  -0.12
C  -0.51  0.10  2.56  -0.17
C  0.46  -2.31  0.65  -0.20
O  -1.77  -0.55  0.15  -0.31
Si  -0.28  -0.59  0.79  0.67
H  2.45  -1.09  -3.14  0.03
H  0.88  -0.29  -3.09  0.02
H  0.08  3.09  -0.72  0.08
H  1.54  3.46  -1.61  0.03
H  3.35  0.31  -1.35  0.13
H  -3.01  1.03  0.64  0.07
H  -3.79  -0.34  0.16  0.05
H  -2.87  0.42  -1.11  0.11
H  0.25  0.69  2.97  0.01
H  -1.43  0.62  2.60  0.00
H  -0.53  -0.68  3.24  0.00
H  1.32  -2.50  1.21  -0.01
H  -0.10  -3.06  1.12  0.00
H  0.69  -2.67  -0.42  0.07

Results
energy above the lowest of the compared OMol25 structures with the same formula, charge and spin: 103.9 kcal/mol
orbital gap (alpha / beta): 7.58 / 6.44 eV
E_HOMO (alpha / beta): -0.266 / -0.236 Ha

***

Record 3
ORCA calculation (ωB97M-V/def2-TZVPD) on C2H3BrI2 as an isolated structure at a distorted geometry.

Each line ends with the Löwdin charge.
CARTESIAN COORDINATES (ANGSTROEM)
C  -1.63  0.43  -0.22  0.12
C  1.24  -0.45  0.23  -1.81
Br  1.41  -0.52  2.11  0.49
I  2.03  -2.10  -0.87  0.61
I  1.78  1.45  -0.72  0.61
H  -1.44  1.47  -0.51  -0.03
H  -1.17  -0.45  -0.75  -0.01
H  -2.23  0.17  0.72  0.03

Results
energy above the lowest of the compared OMol25 structures with the same formula, charge and spin: 130.9 kcal/mol
orbital gap (alpha / beta): 5.32 / 3.47 eV
E_HOMO (alpha / beta): -0.274 / -0.248 Ha

***

Record 4
ORCA calculation (ωB97M-V/def2-TZVPD) on an isolated ion of composition C6H12N and charge +1 at a distorted geometry.

Each line ends with the Löwdin charge.
CARTESIAN COORDINATES (ANGSTROEM)
C  3.18  0.06  -0.08  0.14
C  1.94  -0.43  0.04  0.06
N  0.67  -0.81  0.02  0.14
C  -0.63  -0.07  0.05  -0.61
C  -0.42  1.39  -0.35  -0.03
C  -1.57  -0.74  -0.95  -0.03
C  -1.18  -0.05  1.49  -0.03
H  3.71  -0.19  -1.02  0.11
H  3.96  0.23  0.70  0.12
H  0.48  -1.81  -0.14  0.19
H  0.66  1.77  -0.22  0.11
H  -0.51  1.33  -1.40  0.07
H  -1.17  1.98  0.11  0.09
H  -0.93  -1.11  -1.86  0.12
H  -2.28  0.03  -1.29  0.10
H  -2.01  -1.70  -0.56  0.10
H  -2.20  0.41  1.50  0.11
H  -1.27  -1.03  1.99  0.09
H  -0.44  0.75  2.00  0.14

Results
energy above the lowest of the compared OMol25 structures with the same formula, charge and spin: 65.2 kcal/mol
total charge: +1
orbital gap: 10.68 eV
SMILES string: C=C=[NH+]C(C)(C)C
E_HOMO: -0.575 Ha

***

Record 5
ORCA calculation (ωB97M-V/def2-TZVPD) on C21H33Cl8N7O14 as an isolated structure at a distorted geometry.

Each line ends with the Löwdin charge.
CARTESIAN COORDINATES (ANGSTROEM)
C  5.20  4.11  -1.01  -2.01
Cl  5.34  2.34  -1.41  0.48
Cl  4.12  4.33  0.40  0.51
Cl  6.74  4.85  -0.64  0.52
Cl  4.69  5.00  -2.46  0.50
C  1.69  -5.17  -6.10  -2.01
Cl  1.40  -5.99  -7.64  0.51
Cl  2.64  -3.69  -6.39  0.50
Cl  0.08  -4.91  -5.42  0.52
Cl  2.67  -6.17  -4.95  0.47
C  7.51  -6.20  0.67  0.04
N  6.09  -6.65  0.94  -0.44
O  5.23  -5.82  1.17  0.06
O  6.02  -7.85  1.14  0.05
H  8.18  -7.06  0.58  0.09
H  7.82  -5.55  1.48  0.10
H  7.51  -5.70  -0.30  0.09
C  0.27  -8.07  1.14  0.04
N  -0.75  -7.92  2.23  -0.42
O  -1.14  -6.75  2.42  0.03
O  -1.14  -8.92  2.84  0.05
H  1.05  -8.79  1.39  0.10
H  0.78  -7.10  1.09  0.09
H  -0.27  -8.30  0.23  0.10
C  -2.21  1.11  7.25  0.03
N  -1.88  1.00  5.83  -0.47
O  -2.26  0.02  5.25  0.07
O  -1.30  1.93  5.30  0.06
H  -1.25  1.41  7.67  0.10
H  -2.66  0.21  7.68  0.10
H  -2.86  1.97  7.38  0.10
C  3.97  -0.68  4.11  0.06
N  4.34  -1.76  5.13  -0.45
O  4.03  -1.56  6.30  0.03
O  4.96  -2.72  4.76  0.07
H  4.75  0.05  4.33  0.10
H  3.03  -0.23  4.43  0.09
H  4.02  -1.18  3.15  0.10
C  -5.34  3.53  -4.69  0.00
N  -4.23  3.58  -5.57  -0.44
O  -3.90  4.74  -5.81  0.06
O  -3.54  2.55  -5.62  0.06
H  -6.19  4.05  -5.13  0.11
H  -5.08  4.05  -3.77  0.11
H  -5.62  2.50  -4.47  0.10
C  1.13  4.72  -6.94  0.05
N  1.21  6.25  -6.98  -0.42
O  1.86  6.64  -7.98  0.02
O  0.49  6.86  -6.24  0.08
H  1.29  4.43  -7.98  0.09
H  0.09  4.43  -6.78  0.09
H  1.74  4.34  -6.12  0.09
C  -4.84  -4.17  5.33  0.04
N  -5.78  -4.37  4.17  -0.40
O  -5.95  -5.56  3.79  0.04
O  -6.21  -3.36  3.58  0.04
H  -4.99  -3.18  5.76  0.09
H  -3.91  -3.99  4.79  0.10
H  -4.84  -5.00  6.04  0.10
C  -1.40  -0.65  -0.16  -0.08
C  -0.40  -1.44  0.46  -0.07
C  0.77  -1.68  -0.27  -0.11
C  1.00  -1.10  -1.50  -0.10
C  0.06  -0.18  -2.05  -0.09
C  -1.13  -0.02  -1.38  -0.12
H  -2.38  -0.54  0.29  0.10
H  -0.68  -2.01  1.33  0.10
H  1.60  -2.32  0.00  0.10
H  1.93  -1.12  -2.03  0.09
H  0.16  0.42  -2.94  0.10
H  -1.93  0.54  -1.84  0.09
C  -3.46  7.95  0.61  -0.08
C  -3.87  6.62  0.60  -0.12
C  -3.02  5.66  0.15  -0.10
C  -1.73  5.95  -0.36  -0.08
C  -1.35  7.28  -0.39  -0.11
C  -2.16  8.25  0.18  -0.10
H  -4.12  8.74  0.93  0.10
H  -4.90  6.39  0.79  0.10
H  -3.35  4.64  -0.02  0.09
H  -1.16  5.20  -0.89  0.10
H  -0.42  7.55  -0.86  0.10
H  -1.86  9.27  -0.03  0.10

Results
orbital gap: 8.87 eV
E_HOMO: -0.341 Ha

***

Record 6
ORCA calculation (ωB97M-V/def2-TZVPD) on C19H19F4MoN3O7 as an isolated structure at a distorted geometry.

Each line ends with the Löwdin charge.
CARTESIAN COORDINATES (ANGSTROEM)
Mo  -0.20  0.09  0.11  1.92
C  3.47  -2.08  -1.01  -0.08
C  2.32  -1.30  -0.41  -0.15
N  0.97  -1.54  -1.20  -0.24
C  0.70  -3.00  -1.07  -0.20
C  1.20  -3.92  -2.19  -0.07
C  1.29  -0.94  -2.48  -0.22
C  -0.10  -0.77  -3.10  -0.14
N  -0.89  -0.09  -1.99  -0.09
C  -2.25  -0.33  -1.92  -0.19
C  -2.92  -0.66  -0.71  -0.12
F  -2.16  -0.94  0.45  -0.06
C  -4.25  -0.99  -0.62  -0.23
F  -4.77  -1.29  0.58  0.10
C  -5.04  -1.03  -1.75  0.06
C  -4.43  -0.74  -2.95  -0.22
F  -5.15  -0.78  -4.08  0.10
C  -3.10  -0.41  -3.04  -0.15
F  -2.59  -0.11  -4.25  0.09
H  4.39  -1.79  -0.50  0.09
H  3.59  -1.86  -2.07  0.08
H  3.36  -3.15  -0.87  0.07
H  2.57  -0.24  -0.37  0.10
H  2.22  -1.65  1.27  0.03
H  -0.39  -3.07  -1.16  0.12
H  0.95  -3.34  -0.08  0.10
H  0.89  -3.56  -3.17  0.07
H  0.75  -4.90  -2.05  0.08
H  2.28  -4.06  -2.21  0.06
H  1.92  -1.56  -3.12  0.11
H  1.75  0.04  -2.37  0.11
H  -0.52  -1.75  -3.36  0.11
H  -0.06  -0.15  -3.99  0.11
H  -6.09  -1.29  -1.69  0.13
O  -1.29  0.98  4.61  0.16
C  -0.84  0.98  3.36  -0.43
O  -1.03  0.09  2.56  0.04
C  -0.02  2.16  2.92  -0.16
C  0.31  3.27  3.66  0.03
C  1.08  4.26  3.05  -0.02
C  1.48  4.07  1.73  0.04
C  1.08  2.91  1.08  -0.15
N  0.34  1.99  1.65  0.10
C  1.51  2.61  -0.35  -0.55
O  2.21  3.40  -0.94  0.10
O  1.07  1.49  -0.83  -0.18
H  -1.78  0.16  4.74  0.15
H  -0.02  3.35  4.69  0.12
H  1.38  5.15  3.59  0.12
H  2.09  4.78  1.19  0.13
O  0.79  -1.36  1.15  -0.53
O  1.74  -2.34  1.86  -0.07
O  -1.37  1.25  -0.14  -0.39

Results
energy above the lowest of the compared OMol25 structures with the same formula, charge and spin: 145.2 kcal/mol
orbital gap (alpha / beta): 7.09 / 7.20 eV
spin multiplicity: 3
expectation value of S²: 2.013
E_HOMO (alpha / beta): -0.281 / -0.285 Ha